Entry 1:
C44H72ClF10N4O7S | ωB97M-V/def2-TZVPD

The geometry in ORCA input format:
```
! RIJCOSX wB97M-V def2-TZVPD def2/J DEFGRID3
* xyz 1 1
C 6.3262 -0.8003 1.0269
O 6.9631 -0.9227 -0.2535
C 5.9934 -0.9958 -1.3216
C 6.6264 -0.2298 -2.5470
C 5.6572 -0.0429 -3.7888
C 4.4135 -1.0190 -3.8014
C 3.7869 -1.2436 -5.2481
C 2.8369 -0.0761 -5.7224
C 1.2904 -0.3673 -5.4511
C 0.8554 0.3099 -4.1326
N 0.5042 1.6332 -3.9237
C 0.1648 1.8821 -2.5775
N -0.2516 3.0038 -2.0288
C -0.2937 4.1654 -2.9849
C -1.4232 4.0636 -4.0818
C -2.7092 3.2461 -3.6892
Cl -3.2479 2.3536 -5.2237
C -0.6606 3.2336 -0.6249
C -1.8125 4.3091 -0.4581
C -3.2149 3.8299 -0.4969
C -4.3894 4.6882 -0.3507
C -4.1560 6.1342 -0.1613
C -5.4012 7.0939 -0.0128
C -2.7672 6.6212 -0.0851
C -1.5837 5.7358 -0.2244
N 0.3670 0.6610 -1.9164
C 0.2712 0.1884 -0.5397
C -1.2050 -0.3234 -0.2397
O -1.6651 -0.2135 0.8463
F -2.0076 -0.8587 -1.2311
N 0.7402 -0.2433 -2.8427
C 1.0468 -1.6875 -2.7831
C -0.1972 -2.5083 -3.4083
C -0.7549 -3.6297 -2.4450
C -2.1859 -4.0703 -3.0269
C -3.1646 -4.4747 -1.8644
F -3.4244 -3.4209 -0.9892
F -2.4148 -5.3801 -1.0749
C -4.4484 -5.2751 -2.2932
F -5.1648 -5.5476 -1.1467
F -4.0411 -6.4861 -2.8184
S -5.5908 -4.4757 -3.5363
F -6.3012 -5.9508 -3.7865
F -4.6095 -4.7666 -4.8034
F -5.0379 -2.9641 -3.2944
F -6.7018 -4.2167 -2.3225
F -6.6802 -3.8585 -4.5794
H 6.1067 -1.8221 1.4631
H 7.0672 -0.3189 1.7277
H 5.4132 -0.1430 1.0329
H 4.9839 -0.5978 -1.0093
H 5.8694 -2.0913 -1.5714
H 6.9727 0.7673 -2.1511
H 7.5375 -0.8047 -2.8700
H 5.2447 1.0083 -3.7246
H 6.2437 -0.1190 -4.7459
H 3.6131 -0.5702 -3.1348
H 4.6928 -2.0492 -3.4264
H 4.6466 -1.3876 -5.9574
H 3.2404 -2.2367 -5.2165
H 2.9380 -0.0042 -6.8472
H 3.1717 0.9049 -5.2965
H 1.1182 -1.4689 -5.4974
H 0.7288 0.1622 -6.2758
H 0.6903 4.0939 -3.5453
H -0.2293 5.1517 -2.4565
H -1.0244 3.6435 -5.0497
H -1.7273 5.1250 -4.3347
H -2.5619 2.4438 -2.9282
H -3.5817 3.9162 -3.4469
H 0.2185 3.6540 -0.0387
H -1.1135 2.3336 -0.1128
H -3.3733 2.7279 -0.6721
H -5.3967 4.2048 -0.3907
H -6.2970 6.5029 0.3358
H -5.1676 7.8109 0.8304
H -5.6204 7.6665 -0.9490
H -2.6513 7.7299 0.0632
H -0.5491 6.1462 -0.1644
H 0.4289 1.0059 0.2223
H 1.0411 -0.5896 -0.2595
H 1.1960 -2.1149 -1.7612
H 1.9382 -1.9912 -3.3953
H 0.1640 -3.0440 -4.3397
H -1.0082 -1.8041 -3.7619
H -0.1083 -4.5487 -2.5689
H -0.8241 -3.3311 -1.3669
H -2.0803 -4.9342 -3.7486
H -2.5930 -3.2177 -3.6313
C -10.2709 -2.8307 -1.9332
C -11.3437 -3.6482 -1.2593
O -12.3874 -3.1468 -0.9033
C -11.0646 -5.1144 -1.0467
H -10.6076 -1.7974 -2.0219
H -9.3558 -2.8526 -1.3380
H -10.0798 -3.2238 -2.9338
H -10.1848 -5.2377 -0.4119
H -10.9066 -5.6065 -2.0083
H -11.9199 -5.5767 -0.5532
C -0.8638 3.6252 3.5163
C 0.4165 4.0510 2.8559
O 0.5213 4.0889 1.6409
C 1.5655 4.4296 3.7510
H -1.6027 3.3827 2.7505
H -0.6891 2.7380 4.1286
H -1.2533 4.4389 4.1323
H 1.8474 3.5786 4.3738
H 1.2838 5.2778 4.3777
H 2.4224 4.7153 3.1397
C 7.1599 -0.7976 6.0884
C 6.9058 -1.6805 4.8930
O 6.0764 -1.3849 4.0557
C 7.7201 -2.9415 4.7792
H 6.5046 0.0729 6.0410
H 6.9477 -1.3463 7.0079
H 8.1967 -0.4564 6.0848
H 7.5330 -3.5837 5.6385
H 8.7819 -2.6933 4.7177
H 7.4334 -3.4772 3.8752
C -4.1684 6.4271 7.0166
C -2.8967 5.8504 6.4530
O -2.8621 5.3664 5.3396
C -1.6691 5.8979 7.3260
H -4.9678 6.3254 6.2822
H -4.4529 5.8869 7.9214
H -4.0296 7.4867 7.2391
H -1.8436 5.3344 8.2443
H -1.4204 6.9342 7.5621
H -0.8292 5.4488 6.7942
C 7.6762 -7.9823 6.2248
C 7.2001 -6.5631 6.0539
O 7.4639 -5.9249 5.0561
C 6.3826 -5.9687 7.1731
H 8.2501 -8.2788 5.3465
H 8.3185 -8.0560 7.1045
H 6.8204 -8.6521 6.3268
H 6.9682 -5.9541 8.0944
H 5.4702 -6.5503 7.3167
H 6.1078 -4.9449 6.9167
*
```

The calculation puts the total energy at -117608.6693 eV. The energy relative to the best compared isomer or geometry (same formula, charge and spin) is 0.0 kJ/mol. For the HOMO-LUMO gap, the calculation gives 8.17 eV.



Entry 2:
C44H72ClF6N5O6S | ωB97M-V/def2-TZVPD

The geometry in ORCA input format:
```
! RIJCOSX wB97M-V def2-TZVPD def2/J DEFGRID3
* xyz 0 1
C 5.6024 -5.0548 -1.9588
C 5.2819 -6.2417 -0.8733
C 4.9414 -5.4801 0.5755
C 6.3325 -4.8187 1.1367
C 6.1580 -3.3918 1.9243
C 5.2038 -2.2916 1.1728
C 5.8201 -1.6855 -0.2288
C 5.6409 -0.0403 -0.2979
C 4.7058 0.4836 -1.5381
C 3.0670 0.4066 -1.2131
C 2.3251 1.8475 -1.5465
C 0.7152 1.8658 -1.2383
C -0.1128 0.5568 -1.7745
C -1.3401 0.9340 -2.8410
C -1.9860 -0.5396 -3.2781
C -1.1135 -1.4298 -4.3492
C -1.5917 -2.9505 -4.8555
C -3.0102 -3.5541 -4.2978
C -3.9004 -2.6152 -3.2509
Cl -5.5341 -3.3569 -2.7082
C -3.4176 -1.1299 -2.7029
C -4.2538 -0.1726 -1.6690
O -4.9401 0.8716 -2.2107
C -4.3124 -0.3055 -0.0350
F -3.0465 -0.7583 0.5991
F -4.5418 1.0961 0.4817
C -5.6427 -1.1623 0.3919
F -6.2652 -0.4107 1.5454
F -6.6375 -1.0833 -0.7125
C -5.3517 -2.6757 0.9480
F -4.2691 -3.4077 0.2514
F -5.1502 -2.5826 2.4411
C -6.7189 -3.6232 0.7734
O -6.5738 -4.9339 0.4788
O -8.0969 -3.1270 0.9135
N -0.7872 -3.8167 -5.8092
C 0.6985 -3.8255 -5.4512
C 1.5790 -5.2460 -5.3822
C 0.8366 -6.7185 -5.6592
N 0.1767 -7.0844 -4.3130
C 3.2054 -5.2143 -4.9942
C 4.0188 -3.8211 -4.7046
C 3.1737 -2.4169 -4.7566
C 1.5711 -2.4453 -5.1001
S 0.5319 -0.8415 -5.1235
H 6.5838 -4.4487 -1.7606
H 5.7044 -5.4809 -3.0691
H 4.7066 -4.2760 -1.9880
H 6.1576 -7.0158 -0.7807
H 4.3062 -6.8022 -1.2718
H 4.4772 -6.3120 1.2790
H 4.0884 -4.7177 0.3305
H 7.1926 -4.7439 0.3121
H 6.7629 -5.5894 1.9407
H 7.2558 -2.9423 2.0459
H 5.7585 -3.5705 3.0105
H 5.1224 -1.3614 1.9170
H 4.1029 -2.6356 0.9745
H 5.3531 -2.1605 -1.2039
H 6.9941 -1.8835 -0.3168
H 6.7231 0.4302 -0.4781
H 5.2469 0.4392 0.6944
H 4.8989 1.6338 -1.7922
H 4.9379 -0.1021 -2.5267
H 2.6736 -0.4792 -1.9101
H 2.8548 0.0498 -0.1101
H 2.8260 2.6360 -0.8033
H 2.5716 2.2606 -2.6327
H 0.5988 1.8876 -0.0522
H 0.1992 2.8774 -1.6053
H -0.6430 0.0676 -0.8241
H 0.5372 -0.2705 -2.2867
H -0.8170 1.4502 -3.7816
H -2.1639 1.6282 -2.3598
H -3.3448 -4.6236 -4.6735
H -8.6626 -3.7302 0.3162
H -1.1929 -4.7811 -5.8081
H 1.6288 -7.5301 -5.9550
H -0.0536 -6.6117 -6.4197
H 0.4522 -6.4043 -3.5680
H 0.4251 -8.0643 -4.0391
H 3.8248 -6.2189 -4.9218
H 5.1657 -3.7462 -4.4248
H 3.6493 -1.3460 -4.5424
C 0.9606 4.1940 2.5187
O 1.0135 4.4978 1.1324
C -0.0740 5.3004 0.6615
C 0.1040 6.8161 0.9093
C -0.1568 7.2325 2.3550
N 1.4435 7.2747 0.5128
H -0.0653 4.0670 2.8759
H 1.4718 4.9715 3.0900
H 1.5018 3.2585 2.6807
H -0.1091 5.1386 -0.4227
H -1.0278 4.9345 1.0596
H -0.6345 7.3364 0.2850
H 0.6653 6.9675 3.0239
H -0.2825 8.3195 2.4211
H -1.0724 6.7697 2.7380
H 1.5744 7.0790 -0.4799
H 2.1229 6.6618 0.9728
C 6.7384 6.2514 5.2797
O 5.7583 5.4635 4.6198
C 4.4698 6.0798 4.5261
C 4.3288 7.0772 3.3533
C 5.0023 8.4227 3.6126
N 4.8506 6.5140 2.0994
H 6.3112 6.8530 6.0871
H 7.2518 6.8891 4.5572
H 7.4829 5.5759 5.7083
H 3.7641 5.2578 4.3555
H 4.1872 6.5365 5.4820
H 3.2565 7.2729 3.2203
H 6.0896 8.3743 3.5170
H 4.6527 9.1689 2.8894
H 4.7631 8.7952 4.6142
H 4.3296 5.6640 1.8821
H 5.7984 6.1757 2.2896
C -9.6700 -2.1271 3.7249
O -10.6411 -1.3287 4.3856
C -10.7666 -0.0007 3.8665
C -11.6627 0.1063 2.6112
C -10.9817 -0.3763 1.3327
N -12.9268 -0.6240 2.7858
H -8.8102 -1.5402 3.3894
H -10.1283 -2.6505 2.8833
H -9.3183 -2.8843 4.4300
H -11.2375 0.5829 4.6668
H -9.7794 0.4455 3.6983
H -11.8986 1.1695 2.4700
H -10.9260 -1.4657 1.2713
H -11.5401 -0.0366 0.4525
H -9.9652 0.0233 1.2542
H -13.4222 -0.2314 3.5867
H -12.6898 -1.5732 3.0886
*
```

The calculation puts the total energy at -106163.7121 eV. For the HOMO-LUMO gap, the calculation gives 6.72 eV.



Entry 3:
C44H73F15N11O10S2 | ωB97M-V/def2-TZVPD

The geometry in ORCA input format:
```
! RIJCOSX wB97M-V def2-TZVPD def2/J DEFGRID3
* xyz 1 1
C 7.7950 -2.0629 -2.5939
C 8.0913 -0.6553 -2.1172
N 7.0451 0.3040 -2.4221
C 7.2706 1.7007 -2.5477
C 6.1126 2.2994 -2.8769
N 5.2486 1.2515 -3.0516
C 5.7594 0.0817 -2.6999
C 4.0324 1.4944 -3.8550
H 7.2001 -1.9982 -3.5453
H 7.1819 -2.6539 -1.8736
H 8.6783 -2.6436 -2.7689
H 9.0765 -0.2747 -2.3948
H 8.0846 -0.6114 -1.0294
H 8.2255 2.0568 -2.2689
H 5.7179 3.2569 -2.9388
H 5.1988 -0.8755 -2.6592
H 4.4561 1.8714 -4.8278
H 3.5653 2.3332 -3.3345
H 3.4781 0.5716 -3.8595
C 1.0644 -5.3759 4.0233
C 1.7748 -4.8476 2.7190
N 0.6505 -4.6132 1.7829
C 0.3548 -5.2963 0.6284
C -0.7655 -4.7012 0.0740
N -1.0906 -3.6441 0.9476
C -0.2008 -3.5667 1.8757
C -2.1048 -2.5888 0.6899
H 0.6250 -6.3435 3.7720
H 0.2871 -4.6555 4.2948
H 1.7317 -5.4710 4.9268
H 2.4126 -5.5970 2.3020
H 2.3448 -3.8973 2.9185
H 0.8737 -6.2092 0.4127
H -1.3287 -4.8338 -0.8743
H -0.1684 -2.8102 2.6018
H -1.6852 -1.5964 1.0160
H -3.0248 -2.8680 1.2744
H -2.3497 -2.6217 -0.3430
C -1.3731 6.1511 -0.9854
C -0.2614 7.0319 -0.4170
N 0.6767 6.2162 0.3809
C 0.8669 6.1626 1.7689
C 1.6326 5.0592 1.9692
N 1.8788 4.5073 0.7346
C 1.2304 5.1674 -0.1994
C 2.7927 3.4150 0.5371
H -1.7879 5.5764 -0.1544
H -0.9304 5.3782 -1.5771
H -2.1363 6.6478 -1.6048
H -0.6248 7.6865 0.3914
H 0.2672 7.6017 -1.1686
H 0.4018 6.8516 2.5102
H 1.9765 4.6310 2.8774
H 1.2505 4.9944 -1.2648
H 2.3503 2.5455 1.0173
H 3.7728 3.7554 0.9485
H 2.7536 3.2448 -0.4970
C -2.8047 -3.7054 8.7069
C -2.1065 -4.8219 7.9220
N -2.9228 -5.2246 6.7745
C -3.8888 -6.2242 6.6938
C -4.2321 -6.3643 5.3435
N -3.4208 -5.4958 4.6576
C -2.6486 -4.8193 5.5400
C -3.3283 -5.3413 3.1955
H -2.1825 -3.3873 9.5618
H -3.7169 -4.0670 9.2167
H -3.0019 -2.8902 7.9986
H -1.9465 -5.7715 8.4629
H -1.1083 -4.5349 7.5287
H -4.1457 -6.6477 7.6711
H -4.9693 -7.0268 4.9397
H -1.9632 -4.0922 5.1868
H -4.3489 -5.4348 2.8310
H -2.8556 -6.2307 2.7681
H -2.9458 -4.3383 2.7953
C -4.1805 2.0439 -5.5767
C -3.1191 2.4935 -4.4933
N -3.6527 2.0453 -3.1812
C -4.5663 2.6014 -2.3554
C -4.9046 1.6761 -1.4121
N -4.1004 0.5777 -1.6317
C -3.4092 0.8255 -2.6865
C -4.1035 -0.5814 -0.7804
H -3.7756 2.2581 -6.5746
H -5.0810 2.6628 -5.5061
H -4.3518 0.9573 -5.4398
H -3.0221 3.5735 -4.5800
H -2.2955 1.9190 -4.7930
H -4.9882 3.5968 -2.5845
H -5.6243 1.7158 -0.6106
H -2.7383 0.1427 -3.1210
H -4.1945 -0.1906 0.2679
H -3.0725 -0.8539 -0.7861
H -4.7866 -1.4171 -0.9805
C 3.0452 -1.0257 0.2871
F 2.6707 -1.1883 1.5637
F 3.8061 0.1027 0.2711
F 3.7467 -2.0976 -0.1362
S 1.5124 -0.7623 -0.7617
O 2.0031 -0.8728 -2.0886
O 0.5360 -1.7861 -0.3498
N 1.2242 0.6772 -0.2117
S -0.0889 1.5554 -0.5679
O -1.2109 0.6543 -0.7025
O -0.2024 2.6698 0.2580
C 0.1961 2.1155 -2.3301
F 1.3344 2.6487 -2.4793
F -0.0503 1.0646 -3.1697
F -0.6224 3.0926 -2.6747
C -2.7284 -3.3245 -3.4617
O -2.0036 -2.2975 -4.1070
O -2.5516 -3.5216 -2.1588
C -4.1721 -2.9216 -3.7125
F -4.6038 -1.6903 -3.2423
F -4.4945 -2.9666 -5.0674
F -4.9253 -3.8706 -3.1023
C -0.6451 -2.5351 -4.1417
C -0.0574 -1.5414 -5.0605
H -0.4525 -1.7909 -6.0420
H -0.4019 -0.4864 -4.8516
H 1.0602 -1.6227 -5.1379
H -0.4152 -3.5634 -4.5137
H -0.1877 -2.4721 -3.1934
H -2.5447 -4.2552 -4.0999
C -3.0015 -1.4202 3.6564
O -2.7769 -0.3867 4.6902
O -2.3094 -2.5274 3.7769
C -4.5007 -1.6570 3.7263
F -4.9398 -2.4339 4.8127
F -5.1786 -0.5187 3.7265
F -5.0043 -2.3983 2.7282
C -2.0619 -0.8737 5.8243
C -0.5453 -0.7746 5.5282
H -0.3092 -1.3662 4.6936
H -0.2310 0.3167 5.2836
H 0.1096 -1.1273 6.3550
H -2.4391 -1.8563 6.0920
H -2.3712 -0.2643 6.6291
H -2.8158 -0.9323 2.5991
C 3.8002 5.5076 -1.9475
O 2.9135 6.5554 -2.3762
O 3.9531 4.4135 -2.7089
C 5.1703 6.1222 -1.8358
F 5.2775 7.2346 -1.0235
F 6.0065 5.2076 -1.3585
F 5.6700 6.3505 -3.0236
C 2.5701 6.6330 -3.7283
C 1.0448 6.8877 -3.8771
H 0.6447 6.7517 -4.8723
H 0.6024 6.0772 -3.2674
H 0.7486 7.8586 -3.3543
H 2.7392 5.7342 -4.2929
H 3.1360 7.4617 -4.1650
H 3.4695 5.2760 -0.9190
*
```

The calculation puts the total energy at -146099.3869 eV. For the HOMO-LUMO gap, the calculation gives 7.23 eV.